# 1
A single C3H4N4S molecule at a distorted geometry, computed with ωB97M-V with the def2-TZVPD basis set.

As for the SMILES: C=Nn1nncc1S. As for the orbital gap: 9.2 eV. The energy above the lowest of the compared OMol25 structures with the same formula, charge and spin comes out at 282.31 kJ/mol.

```
12
C3H4N4S, DFT ωB97M-V with the def2-TZVPD basis set
C 0.45412 1.01746 -0.46899
C 1.66511 1.15800 -0.02197
C -1.47315 -1.71820 0.64146
H -1.55603 1.49000 -1.65311
H 2.36983 2.09162 0.15981
H -2.52964 -1.87637 0.59964
H -0.66290 -2.41971 1.17247
N 2.07851 0.05983 0.70926
N 1.17336 -0.83776 0.66446
N 0.12445 -0.33081 -0.11544
N -1.22835 -0.73207 -0.19763
S -0.41532 2.09802 -1.48997
```

Mulliken population analysis, charges in e, atoms 1 to 4: atom 1 (C): 0.443, atom 2 (C): -0.367, atom 3 (C): -0.263, atom 4 (H): 0.153

# 2
A molecular structure, C58H64GeN9O2P2Rb, computed with ωB97M-V with the def2-TZVPD basis set.

The spin multiplicity is 2. As for the orbital gap (spin up / spin down): 4.0 / 7.5 eV. The energy above the lowest of the compared OMol25 structures with the same formula, charge and spin comes out at 13.14 kJ/mol. As for the charge: -1.

```
137
C58H64GeN9O2P2Rb, DFT ωB97M-V with the def2-TZVPD basis set
Rb 2.08149 -0.74528 0.56163
C -1.74517 -4.09801 -0.18330
P -0.81244 -3.00595 0.96081
C 0.12823 -4.28100 1.88995
C -2.09065 -2.59624 2.23140
C -3.36072 -3.17487 2.20679
C -4.31191 -2.87112 3.16859
C -4.00645 -1.97940 4.18507
C -2.75180 -1.39115 4.21566
C -1.78781 -1.67507 3.25001
P -0.13533 -0.84370 3.29663
C 0.47055 -1.36121 4.95209
C -0.61957 0.87831 3.68114
H -2.17305 -4.97513 0.30684
H -1.04278 -4.43799 -0.94669
H -2.53574 -3.53749 -0.68774
H -0.53646 -5.06086 2.26829
H 0.65265 -3.82059 2.72652
H 0.88785 -4.71601 1.23853
H -3.62569 -3.86582 1.41787
H -5.29029 -3.33502 3.12328
H -4.74039 -1.73800 4.94453
H -2.52215 -0.68786 5.00785
H -0.27219 -1.19305 5.73539
H 1.35774 -0.76278 5.17032
H 0.74731 -2.41661 4.94597
H -1.19424 0.96231 4.60641
H -1.20360 1.28565 2.85560
H 0.30238 1.45303 3.77765
N 3.69262 -0.81626 -3.15656
C 3.85752 -2.12735 -2.78743
N 4.27248 -2.94613 -3.77081
C 4.49268 -4.19885 -3.33761
N 4.84876 -5.10954 -4.31939
N 4.38837 -4.64857 -2.11175
C 3.93829 -3.74038 -1.18704
N 3.60608 -2.45010 -1.53087
C 3.86170 -4.15686 0.16950
C 4.35524 -5.43476 0.57157
C 4.39962 -5.76313 1.89580
C 3.94120 -4.83989 2.86117
C 3.41206 -3.65254 2.38401
N 3.33482 -3.30189 1.10859
H 3.56314 -0.68332 -4.14547
H 3.08901 -0.25581 -2.57654
H 5.28029 -4.68457 -5.12364
H 5.31495 -5.92450 -3.95590
H 4.70938 -6.11126 -0.19249
H 4.79117 -6.72719 2.20135
H 3.96963 -5.04793 3.92191
H 2.98727 -2.93785 3.09149
C 2.61769 4.47407 -1.01878
C 3.03141 3.73879 -2.29981
C 4.52626 3.39971 -2.26081
C 2.69291 4.57746 -3.53651
C 2.27849 2.47463 -2.37660
N 1.69281 1.48939 -2.43816
H 3.16020 5.42022 -0.96154
H 2.86233 3.87137 -0.14550
H 1.54622 4.68101 -1.01021
H 5.09726 4.32689 -2.17747
H 4.83273 2.87967 -3.16970
H 4.73765 2.75872 -1.40629
H 3.25205 5.51401 -3.49367
H 1.62783 4.80991 -3.57405
H 2.96494 4.05238 -4.45278
O 3.45877 1.59189 0.24591
C 3.62092 1.68166 1.46745
N 2.69590 1.39173 2.40892
C 3.25136 1.60456 3.64734
O 2.70541 1.43929 4.72491
C 4.67833 2.08612 3.47852
C 5.65344 2.43058 4.38854
C 6.89138 2.82460 3.88048
C 7.12598 2.86092 2.50945
C 6.12917 2.50655 1.60033
C 4.91013 2.12569 2.11806
H 5.46137 2.38942 5.45313
H 7.68820 3.10152 4.55999
H 8.10084 3.16314 2.14683
H 6.30552 2.51825 0.53221
C 0.69053 -1.48333 -4.35759
C 0.44197 -1.90026 -3.05500
C -0.53884 -1.26894 -2.30763
C -1.27977 -0.21146 -2.83356
C -1.02726 0.19130 -4.14052
C -0.04545 -0.44058 -4.89780
Ge -2.71979 0.56865 -1.78606
C -3.67833 1.84469 -2.92601
C -4.90878 1.55742 -3.51090
C -5.55228 2.49173 -4.31421
C -4.96985 3.72978 -4.54392
C -3.74367 4.03223 -3.96569
C -3.10711 3.09619 -3.16211
C -3.92561 -0.92919 -1.40680
C -4.01926 -1.91400 -2.39636
C -4.87081 -2.99944 -2.25095
C -5.64644 -3.12253 -1.10451
C -5.55954 -2.16018 -0.11133
C -4.70465 -1.07428 -0.26274
H 1.46477 -1.97283 -4.93649
H 1.03067 -2.69798 -2.61859
H -0.72071 -1.60897 -1.29338
H -1.59105 1.00926 -4.57649
H 0.14716 -0.10982 -5.91161
H -5.37865 0.59523 -3.33615
H -6.51061 2.25222 -4.75886
H -5.47064 4.45824 -5.16979
H -3.28475 4.99832 -4.13795
H -2.15370 3.34814 -2.70693
H -3.40371 -1.84102 -3.28698
H -4.92178 -3.75339 -3.02684
H -6.31034 -3.97008 -0.98522
H -6.14812 -2.25368 0.79372
H -4.65039 -0.34468 0.53154
C -4.32013 1.62175 2.62552
N -5.00668 2.40567 1.61678
C -5.51331 3.64297 2.16529
C -4.32063 2.52402 0.33026
C -2.80996 2.56773 0.39952
C -2.19225 3.53092 1.19491
C -0.81419 3.56967 1.34032
C -0.02562 2.63139 0.69321
C -0.63051 1.69553 -0.13403
C -2.01795 1.64659 -0.30128
H -5.03936 1.29183 3.37884
H -3.51860 2.17751 3.13657
H -3.86081 0.73428 2.19170
H -6.21206 3.41808 2.97510
H -6.05612 4.19833 1.39965
H -4.73225 4.30035 2.58381
H -4.69902 3.42218 -0.16415
H -4.62615 1.68792 -0.30279
H -2.80429 4.25869 1.71677
H -0.35636 4.31697 1.97735
H 1.04583 2.60712 0.83925
H 0.00366 0.99913 -0.66611
```

Mulliken population analysis, charges in e, atoms 1 to 4: atom 1 (Rb): 0.940, atom 2 (C): -1.418, atom 3 (P): 1.742, atom 4 (C): -1.120

# 3
A gas-phase ion, C7H13NOP (charge +1) at a distorted geometry, computed with ωB97M-V with the def2-TZVPD basis set.

As for the SMILES: [H]/P=C/C[C@H](C)/C(O)=C/[NH+]=C. As for the orbital gap: 7.6 eV. The energy above the lowest of the compared OMol25 structures with the same formula, charge and spin comes out at 191.37 kJ/mol. As for the charge: +1.

```
23
C7H13NOP, DFT ωB97M-V with the def2-TZVPD basis set
C 0.82676 -0.02271 0.32451
C -0.51807 -0.87741 -1.65871
C 2.00176 2.60314 1.64598
C 0.19518 -1.24588 -0.29895
C 0.37202 0.78796 1.36475
C -1.87146 -0.22704 -1.72352
C -0.64657 -2.15772 0.60396
N 0.96312 1.89246 1.91341
O 1.95246 0.34135 -0.33160
P -1.95144 1.43042 -1.84879
H 0.10686 -0.22708 -2.32416
H -0.56932 -1.89320 -2.04584
H 2.22123 3.55779 2.27342
H 2.69096 2.16409 0.95622
H 1.06212 -1.95077 -0.71571
H -0.57739 0.43457 1.74267
H -2.87703 -0.81735 -1.82213
H -1.67943 -1.68098 0.82398
H -0.21272 -2.26359 1.53400
H -0.91214 -3.07849 0.08558
H 2.20886 -0.30994 -1.01991
H 0.44258 2.21242 2.71714
H -3.22831 1.32798 -2.19632
```

Mulliken population analysis, charges in e, atoms 1 to 4: atom 1 (C): 0.592, atom 2 (C): -0.755, atom 3 (C): -0.214, atom 4 (C): 0.461

# 4
A molecular structure, C22H22F3 at a distorted geometry, computed with ωB97M-V with the def2-TZVPD basis set.

As for the orbital gap: 6.3 eV. The energy above the lowest of the compared OMol25 structures with the same formula, charge and spin comes out at 167.43 kJ/mol. As for the charge: +1.

```
47
C22H22F3, DFT ωB97M-V with the def2-TZVPD basis set
C 1.79737 -3.69734 -3.46797
C 1.08492 -3.21125 -2.25659
C 1.46466 -2.07716 -1.62093
C 0.97816 -1.63807 -0.31002
H 0.71466 -0.29293 -0.21780
C -0.14718 -2.46592 0.21493
C -0.67729 -2.16647 1.60154
C -0.53371 -3.58968 -0.39834
C -0.09286 -3.97941 -1.77551
H 1.26311 -4.54317 -3.89427
H 1.94479 -2.94166 -4.25283
H 2.78380 -4.06597 -3.17125
H 2.22355 -1.42332 -2.09012
H 1.79756 -1.74317 0.40836
H -0.11920 -1.31071 2.01392
H -1.74681 -1.89216 1.57171
H -0.55068 -3.06113 2.24453
H -1.25655 -4.26423 0.05110
H -0.91068 -3.97740 -2.51152
H 0.20498 -5.01812 -1.75457
F 0.06451 4.80086 4.91184
C 0.95157 3.75778 4.83276
F 2.18932 4.30215 5.04098
F 0.70915 2.95447 5.91760
C 0.84800 2.96894 3.54703
C 1.98437 2.68710 2.80520
C 1.84782 2.07333 1.55784
C 0.57840 1.71664 1.03851
C 0.50453 1.03743 -0.34213
C -0.77161 1.34692 -1.13017
C -0.88174 0.59463 -2.31420
C -2.03348 0.61678 -3.11052
C -3.07977 1.48871 -2.78916
C -2.99962 2.27870 -1.64076
C -1.82751 2.27753 -0.86646
C -0.53646 1.89524 1.89219
C -0.42724 2.61023 3.09569
H 2.96485 3.01168 3.17541
H 2.75972 1.80266 1.02144
H 1.41708 1.36949 -0.95459
H -0.06276 -0.06809 -2.60846
H -2.13425 -0.04497 -3.96314
H -3.90400 1.64788 -3.47444
H -3.82191 2.95002 -1.34614
H -1.74669 2.92866 0.00783
H -1.51112 1.45945 1.64933
H -1.30374 2.89504 3.66213
```

Mulliken population analysis, charges in e, atoms 1 to 4: atom 1 (C): -1.534, atom 2 (C): 0.610, atom 3 (C): -0.855, atom 4 (C): 0.664

Sequential energy output: -19967.7083 -154445.6925 -20286.1557 -31314.1602 eV